DFT (ωB97M-V/def2-TZVPD) results for C39H55F6NO4P2PdS2Si as an isolated structure in a non-equilibrium geometry.

Geometry as ORCA input:
```
! wB97M-V def2-TZVPD RIJCOSX def2/J DEFGRID3
* xyz 0 1
Pd 0.02628 -0.55001 -1.25388
C 3.44925 -0.91570 -2.47118
Si 2.29726 -0.68256 -1.06680
C 2.54373 -2.03951 0.21630
C 3.61689 -2.92225 0.08400
C 3.80150 -3.97305 0.97485
C 2.90260 -4.15656 2.01095
C 1.81907 -3.29839 2.14907
C 1.62089 -2.25011 1.25481
P 0.16053 -1.15212 1.24798
C 0.29619 -0.21357 2.84116
C 0.27085 -1.05813 4.12122
C 0.20374 -0.15302 5.35319
C 1.39995 0.79438 5.39862
C 1.51002 1.59874 4.10701
C 1.52796 0.69832 2.87327
C -1.39287 -2.16972 1.37718
C -1.39692 -3.53041 2.08557
C -2.79856 -4.12567 1.95690
C -3.84906 -3.27922 2.70859
C -3.34857 -1.85871 2.99388
C -2.60236 -1.27943 1.79336
C 2.78623 0.94507 -0.28105
C 4.02118 1.04271 0.37217
C 4.41714 2.22602 0.97179
C 3.58406 3.33973 0.91015
C 2.37112 3.26227 0.24408
C 1.96330 2.06635 -0.35289
P 0.41832 1.87117 -1.32081
C 0.77325 3.14219 -2.63650
C 1.97439 2.73107 -3.50356
C 1.61668 1.60138 -4.47532
C 0.46848 2.02439 -5.38902
C -0.75413 2.42351 -4.56572
C -0.40503 3.51005 -3.55537
C -0.90938 2.60655 -0.27542
C -1.02210 4.13027 -0.16435
C -1.98862 4.47755 0.97914
C -3.20037 3.52696 1.03665
C -3.45616 2.89855 -0.32866
C -2.26800 2.02486 -0.74873
H 4.45317 -0.93440 -2.03703
H 3.38498 -0.07558 -3.16213
H 3.27373 -1.83506 -3.03176
H 4.32416 -2.79858 -0.72814
H 4.63534 -4.65214 0.84722
H 3.02663 -4.98117 2.70197
H 1.10959 -3.47890 2.94372
H -0.58743 0.43609 2.85701
H 1.19068 -1.64863 4.17555
H -0.56992 -1.75022 4.12110
H 0.17066 -0.76406 6.25822
H -0.72484 0.42896 5.32484
H 2.31419 0.20535 5.53528
H 1.32174 1.46586 6.25671
H 2.40972 2.21893 4.12046
H 0.65413 2.28149 4.03295
H 2.43155 0.07721 2.88197
H 1.57058 1.31462 1.97884
H -1.55287 -2.42142 0.32703
H -1.12715 -3.46321 3.14310
H -0.67079 -4.18134 1.59885
H -2.80712 -5.15267 2.32537
H -3.04570 -4.17302 0.89245
H -4.11677 -3.76036 3.65189
H -4.76486 -3.22391 2.11550
H -2.69135 -1.86469 3.86789
H -4.19169 -1.21322 3.25010
H -2.30159 -0.25283 2.01320
H -3.28644 -1.21282 0.94417
H 4.66785 0.17209 0.43985
H 5.36769 2.28425 1.48825
H 3.88494 4.27134 1.37327
H 1.75211 4.14768 0.19401
H 1.03682 4.02680 -2.04816
H 2.83266 2.46753 -2.88007
H 2.26513 3.60894 -4.09116
H 1.30598 0.71025 -3.92226
H 2.49461 1.32673 -5.06511
H 0.20995 1.21080 -6.06958
H 0.79052 2.87489 -6.00225
H -1.13547 1.54616 -4.04750
H -1.55123 2.78146 -5.22120
H -1.28771 3.77472 -2.97002
H -0.10910 4.41467 -4.10023
H -0.68305 2.20772 0.72201
H -1.38939 4.53572 -1.10808
H -0.06867 4.61706 0.03202
H -2.32505 5.51004 0.85843
H -1.44262 4.43562 1.92548
H -4.08191 4.06743 1.38419
H -3.01958 2.72680 1.76193
H -3.62968 3.69031 -1.06435
H -4.36011 2.28749 -0.31216
H -2.26898 1.90374 -1.83628
H -2.38514 1.02149 -0.33686
F -4.36755 -0.71984 -3.90484
C -3.77024 -1.89562 -3.70756
F -4.58997 -2.69406 -3.03175
F -3.49676 -2.44915 -4.88145
S -2.24240 -1.57493 -2.75625
O -2.69325 -1.13058 -1.45141
O -1.48498 -0.60799 -3.51755
N -1.64188 -3.03462 -2.75466
S -0.11538 -3.31414 -2.44090
O 0.81842 -2.46536 -3.15983
O 0.14862 -3.53274 -1.03923
C 0.03004 -4.97416 -3.19908
F -0.26424 -4.93686 -4.49394
F -0.77473 -5.84189 -2.59575
F 1.29274 -5.37400 -3.04884
*
```

The calculation puts the gap between HOMO and LUMO at 7.09 eV. For the total energy, the calculation gives -4370.562923 hartree. As for the relative energy (zero: lowest compared OMol25 entry of this formula, charge and spin): 26.77 kcal per mole. The value obtained for the HOMO energy is -7.395 eV.

Results of the Mulliken charge analysis, in e, for atoms 1 through 99: atom 1 (Pd): 0.71, atom 2 (C): -1.29, atom 3 (Si): 1.67, atom 4 (C): 0.60, atom 5 (C): -0.75, atom 6 (C): -0.98, atom 7 (C): -1.18, atom 8 (C): -0.54, atom 9 (C): 0.21, atom 10 (P): -0.09, atom 11 (C): 0.29, atom 12 (C): -0.34, atom 13 (C): -0.86, atom 14 (C): -0.86, atom 15 (C): -0.78, atom 16 (C): -0.10, atom 17 (C): 1.17, atom 18 (C): -0.89, atom 19 (C): -0.93, atom 20 (C): -0.77, atom 21 (C): -1.02, atom 22 (C): 0.36, atom 23 (C): 1.19, atom 24 (C): -0.68, atom 25 (C): -0.83, atom 26 (C): -1.10, atom 27 (C): -0.48, atom 28 (C): 0.17, atom 29 (P): 0.58, atom 30 (C): 0.06, atom 31 (C): -1.28, atom 32 (C): 0.30, atom 33 (C): -1.52, atom 34 (C): 0.20, atom 35 (C): -1.29, atom 36 (C): 1.66, atom 37 (C): -0.78, atom 38 (C): -1.03, atom 39 (C): -0.61, atom 40 (C): -1.01, atom 41 (C): 0.57, atom 42 (H): 0.41, atom 43 (H): 0.27, atom 44 (H): 0.27, atom 45 (H): 0.41, atom 46 (H): 0.43, atom 47 (H): 0.44, atom 48 (H): 0.42, atom 49 (H): 0.63, atom 50 (H): 0.17, atom 51 (H): -0.26, atom 52 (H): 0.42, atom 53 (H): 0.34, atom 54 (H): 0.34, atom 55 (H): 0.46, atom 56 (H): 0.46, atom 57 (H): 0.26, atom 58 (H): 0.49, atom 59 (H): -0.74, atom 60 (H): -0.25, atom 61 (H): 0.33, atom 62 (H): 0.48, atom 63 (H): 0.52, atom 64 (H): 0.27, atom 65 (H): 0.36, atom 66 (H): 0.35, atom 67 (H): 0.20, atom 68 (H): 0.51, atom 69 (H): -0.30, atom 70 (H): 0.40, atom 71 (H): 0.35, atom 72 (H): 0.43, atom 73 (H): 0.41, atom 74 (H): 0.21, atom 75 (H): 0.95, atom 76 (H): 0.23, atom 77 (H): 0.58, atom 78 (H): -0.42, atom 79 (H): 0.44, atom 80 (H): 0.49, atom 81 (H): 0.45, atom 82 (H): -0.34, atom 83 (H): 0.53, atom 84 (H): 0.10, atom 85 (H): 0.64, atom 86 (H): -0.45, atom 87 (H): 0.32, atom 88 (H): 0.15, atom 89 (H): 0.48, atom 90 (H): 0.37, atom 91 (H): 0.52, atom 92 (H): 0.09, atom 93 (H): 0.34, atom 94 (H): 0.56, atom 95 (H): -0.28, atom 96 (H): -0.69, atom 97 (F): -0.20, atom 98 (C): 0.41, atom 99 (F): -0.18